Entry 1:
{
  "formula": "C37H44As2IN5NaO2",
  "method": "ωB97M-V/def2-TZVPD",
  "total_charge": 1,
  "multiplicity": 1,
  "e_homo_ha": -0.372,
  "gap_ev": 6.54,
  "elements": ["N", "C", "C", "H", "O", "C", "C", "H", "H", "O", "H", "H", "H", "I", "H", "H", "C", "H", "H", "C", "C", "H", "H", "H", "C", "C", "H", "C", "C", "H", "As", "C", "H", "C", "C", "C", "H", "H", "H", "As", "C", "C", "C", "N", "C", "H", "H", "C", "C", "H", "C", "C", "C", "C", "H", "H", "H", "H", "C", "H", "H", "C", "C", "H", "H", "C", "C", "H", "Na", "N", "H", "C", "H", "H", "H", "N", "C", "C", "H", "C", "H", "H", "C", "C", "H", "H", "H", "N", "H", "H", "C", "H"],
  "xyz": [[-3.145, 1.238, -0.428], [-2.354, -1.909, 3.189], [-3.204, 2.205, -3.757], [5.359, 1.524, -1.742], [-1.724, 1.443, -6.908], [0.602, -1.509, 5.598], [-3.752, -1.320, 3.033], [-0.538, -4.825, 0.892], [-2.627, -4.759, 1.194], [-0.920, -0.463, -7.812], [2.263, -3.048, 4.430], [2.082, 5.131, -0.587], [-2.283, -0.032, 5.628], [-2.548, 5.449, -2.647], [-0.079, -1.031, 6.331], [-1.348, 2.642, -2.725], [-0.195, -1.981, 4.350], [3.946, 5.606, -2.118], [-2.389, 0.676, 3.940], [-2.437, 2.444, -2.476], [-1.996, -3.113, 2.535], [5.513, -0.593, -1.227], [-1.003, -5.808, 2.259], [-3.611, 1.091, -5.480], [-1.368, -0.495, -5.566], [0.209, -3.112, 3.616], [1.402, -0.775, 5.325], [-3.051, -3.851, 1.706], [-1.756, 0.091, 4.629], [0.216, 5.100, 0.604], [1.356, 2.777, 1.164], [-3.688, 3.584, -0.626], [0.792, -3.938, -5.068], [-1.914, 0.140, -4.417], [-3.037, 3.621, -1.827], [2.792, 4.349, -0.849], [1.301, -4.803, -2.739], [-3.797, -0.300, 2.572], [1.578, -4.609, 4.232], [3.462, 0.310, 0.197], [-0.392, -4.970, 1.949], [2.680, 3.087, -0.257], [3.886, 4.583, -1.715], [-2.130, 0.020, -1.971], [4.486, -0.904, -1.034], [-3.510, -3.237, 0.920], [-0.818, 0.631, 4.735], [3.540, 2.030, -0.643], [-1.430, -1.309, 4.067], [2.054, -3.754, 2.747], [-2.577, 1.241, -1.664], [2.262, 4.007, 2.487], [4.869, 0.643, 1.567], [-2.940, 1.133, -4.576], [3.149, 3.562, 2.997], [-3.867, 2.971, -4.140], [5.617, 3.769, -2.770], [4.470, -1.884, -0.586], [1.629, -3.644, 3.751], [-3.904, -4.194, 2.381], [3.979, -0.949, -2.010], [4.762, 3.559, -2.093], [0.543, -3.001, -1.771], [1.063, -2.412, 6.023], [-4.205, 2.306, 0.983], [0.816, -3.824, -2.859], [-0.726, -3.676, 2.716], [4.392, 1.199, 2.363], [-1.410, -1.034, -0.033], [-1.350, 0.195, -6.844], [-4.089, 4.478, -0.176], [0.552, -3.351, -4.143], [-0.956, 3.804, 1.088], [-3.567, 0.384, -0.137], [-0.294, 3.794, -0.580], [-0.206, -1.880, -1.767], [4.578, 2.302, -1.524], [-0.565, -1.632, -5.497], [5.595, 1.302, 1.084], [-0.078, 4.064, 0.470], [-4.193, -1.165, 3.989], [1.546, 4.230, 3.294], [-0.207, -2.159, -4.259], [-1.535, -0.346, -3.140], [1.017, -3.333, -0.873], [2.515, 4.948, 1.976], [5.359, -0.213, 2.010], [-3.784, 2.395, 0.047], [-0.372, -2.219, -6.385], [0.652, -5.317, 2.017], [-0.594, -1.468, -3.062], [-4.424, -1.910, 2.423]],
  "forces_ev_per_angstrom": [[0.1, 1.9, -0.1], [0.4, -0.1, -0.2], [1.1, -2.4, -1.7], [-1.0, 0.7, 0.1], [1.5, -4.6, 0.2], [0.0, 0.1, -1.1], [0.6, 0.8, -1.0], [-0.3, 0.0, -0.5], [-0.6, 1.0, 0.6], [-1.1, 1.8, 1.8], [-0.3, 0.0, -0.8], [0.3, 0.0, -0.1], [0.6, 0.5, -1.1], [-0.1, 0.3, -0.2], [0.5, -0.4, -0.4], [-0.9, -0.4, 0.3], [-0.7, 0.9, 0.7], [0.3, -0.6, 0.0], [0.2, -0.4, 0.4], [0.7, 1.1, -1.4], [-0.5, 0.1, 0.0], [0.0, 0.0, 0.2], [-0.2, -0.1, 0.1], [1.1, -0.1, 0.9], [1.6, -0.6, 0.6], [-0.6, 0.9, 0.0], [-0.5, -0.6, 0.3], [-0.3, -1.0, 0.3], [-0.2, -1.2, 0.6], [-0.1, 0.1, -0.1], [-0.1, 1.0, 0.0], [1.5, -0.6, -2.0], [-0.1, 0.7, 1.1], [0.4, -0.8, 1.0], [-0.6, 1.2, 2.6], [1.3, -0.8, -0.2], [-0.1, 0.7, 0.2], [0.4, -0.6, 0.2], [0.2, -0.6, -0.1], [0.0, -1.6, 0.5], [0.9, 0.4, 0.4], [-0.2, -0.6, -0.3], [-1.1, 0.5, -0.2], [-0.6, 2.1, 1.1], [-0.3, 1.1, -0.4], [0.1, 0.0, 0.1], [-0.1, 0.1, 0.4], [0.4, 1.2, 0.0], [0.2, -0.2, -0.6], [0.2, 0.1, 0.4], [0.8, -4.0, 0.1], [-0.3, -0.1, 0.3], [-0.1, 0.6, -0.7], [-2.0, 2.4, 0.0], [-0.6, 0.2, -0.8], [-0.3, -0.1, 0.5], [-0.8, -0.2, 0.6], [0.0, -0.3, 0.2], [-0.6, 0.1, 0.3], [1.0, 0.3, -0.9], [0.0, 0.0, 0.3], [0.1, 0.7, 0.2], [-0.8, 0.9, 0.1], [-0.1, 0.6, 0.2], [0.6, 0.2, -1.1], [0.5, 0.0, -2.2], [0.6, -0.6, -0.2], [-0.1, 0.2, 0.3], [0.3, -0.1, 0.5], [-0.7, 2.3, -2.7], [-0.1, -0.2, 0.3], [-0.5, -0.9, 0.4], [0.3, 0.4, -0.3], [-0.6, -0.3, 0.0], [0.2, 0.3, 0.5], [1.0, -1.2, -2.6], [1.3, -0.5, -0.6], [-1.6, 0.7, -0.5], [0.1, -0.2, 0.2], [0.3, -1.4, 0.6], [-0.5, 0.0, 0.9], [0.1, 0.0, -0.3], [0.3, 0.4, 1.5], [0.5, -0.6, -1.8], [-0.2, 0.1, 1.0], [0.1, -0.4, 0.2], [-0.1, -0.4, -0.2], [-1.3, -0.2, 1.6], [0.5, 0.5, -0.1], [-0.4, 0.4, 0.4], [-0.6, -0.1, 1.1], [0.0, -0.3, 0.1]]
}

Entry 2:
{
  "formula": "C38H60N4O3SeZr",
  "method": "ωB97M-V/def2-TZVPD",
  "total_charge": 2,
  "multiplicity": 1,
  "e_homo_ha": -0.487,
  "gap_ev": 7.90,
  "elements": ["C", "H", "Zr", "H", "H", "H", "C", "H", "H", "C", "H", "C", "C", "C", "C", "C", "H", "C", "N", "C", "H", "H", "H", "H", "C", "H", "H", "O", "C", "Se", "N", "H", "C", "H", "H", "H", "C", "H", "H", "H", "H", "C", "C", "H", "H", "C", "H", "C", "C", "H", "O", "H", "C", "C", "H", "C", "H", "C", "H", "N", "H", "H", "H", "H", "H", "C", "H", "H", "H", "H", "H", "C", "H", "C", "H", "H", "C", "H", "C", "H", "H", "C", "H", "C", "O", "C", "C", "H", "H", "H", "N", "C", "H", "H", "C", "H", "H", "H", "C", "C", "H", "H", "H", "H", "C", "C", "H"],
  "xyz": [[-5.902, 4.331, 2.025], [-6.841, -1.536, 0.965], [0.174, 0.274, 0.502], [0.350, 0.810, 6.009], [-6.313, 3.323, 1.913], [-5.129, 6.531, 3.412], [2.267, 2.428, -1.074], [-5.637, -1.271, 4.525], [-0.201, 0.204, 4.439], [-5.828, -2.426, 2.687], [-5.527, -4.595, 2.760], [-1.180, -3.561, 4.552], [-4.849, 4.400, 3.128], [-1.549, 2.488, 3.659], [1.705, 3.133, 0.135], [-0.769, 3.257, 5.953], [-3.578, 5.947, 4.012], [-1.473, 1.767, 2.474], [2.230, -0.423, 1.455], [-3.566, 2.711, 1.684], [0.029, 3.132, 6.686], [1.142, -3.828, 3.420], [0.674, -2.159, 3.094], [-3.839, 6.132, 2.271], [-4.404, -2.119, 2.224], [-1.376, 0.621, 5.689], [-6.731, 4.994, 2.273], [-0.475, -1.519, 0.854], [-6.186, -3.865, 2.288], [-2.397, 0.717, -0.043], [-2.193, -1.984, -2.094], [-2.752, 3.890, 4.711], [3.427, 0.061, 0.707], [2.200, 2.811, 1.054], [-5.242, -2.982, 4.724], [-6.922, -2.484, 4.556], [3.106, 0.092, -0.772], [-5.506, 4.654, 1.059], [3.343, 2.576, -1.157], [-1.886, -1.052, -5.309], [-2.152, -3.956, 4.844], [-3.585, -2.086, -4.483], [-3.680, 3.454, 2.853], [-1.706, 2.989, 6.445], [3.986, 0.418, -1.327], [-2.470, 1.880, 1.511], [-0.570, -1.618, -1.268], [-3.394, -2.571, -2.156], [-5.508, 4.019, 4.462], [-6.659, -0.434, 2.344], [-0.406, 0.930, 2.196], [-4.327, 2.761, 0.916], [-1.140, -5.041, 2.519], [0.891, 2.778, 4.186], [-4.840, 4.177, 5.311], [-4.311, 5.836, 3.211], [-7.844, -1.733, 2.397], [-4.124, -2.640, -3.327], [2.171, -1.442, 1.389], [1.934, 0.974, -1.041], [2.320, -0.237, 2.452], [-0.260, 3.238, -0.486], [-5.820, 2.972, 4.466], [-4.128, -2.131, -5.418], [-6.122, -4.003, 1.206], [-2.780, -0.897, 0.963], [-0.423, -4.168, 5.052], [-6.394, 4.635, 4.628], [-4.858, -0.405, 0.995], [-5.090, -3.126, -3.337], [1.644, 2.723, 4.975], [-3.339, -2.878, 2.699], [-0.806, 4.314, 5.684], [-2.000, -2.699, 2.350], [-0.200, 0.131, -3.400], [1.815, 2.846, -1.975], [-1.695, -1.454, -3.201], [0.809, -3.337, 1.759], [-4.093, -1.082, 1.353], [-3.563, -3.671, 3.401], [1.603, 0.710, -1.962], [-0.956, -3.607, 3.031], [4.293, -0.573, 0.888], [-2.665, 3.315, 3.803], [0.017, -0.908, -1.638], [-2.341, -1.484, -4.426], [0.505, -3.199, 2.797], [-1.103, -2.538, 4.930], [-0.421, -5.708, 2.999], [3.673, 1.057, 1.074], [0.272, 2.783, 0.254], [-0.476, 2.361, 4.747], [1.861, 4.208, 0.048], [2.846, -0.912, -1.113], [-5.906, -2.282, 4.213], [-2.141, -5.419, 2.736], [-0.106, 3.156, 1.124], [0.866, 3.812, 3.830], [-0.298, -0.894, -3.040], [-6.841, -1.473, 2.056], [-0.988, -5.096, 1.438], [1.218, 2.133, 3.367], [-3.770, -2.993, -1.231], [0.414, -1.522, -3.580], [-0.422, 0.909, 5.243], [-1.738, -1.718, 1.400], [-7.207, -4.098, 2.597]],
  "forces_ev_per_angstrom": [[-0.1, 0.0, -0.1], [0.0, 0.0, 0.0], [1.8, 0.1, -1.3], [0.0, 0.0, 0.0], [0.0, 0.0, 0.0], [0.0, 0.0, 0.0], [-0.1, -0.2, -0.1], [0.0, 0.0, 0.0], [0.0, 0.0, 0.0], [0.1, 0.0, 0.0], [0.0, 0.0, 0.0], [0.0, 0.0, 0.0], [0.1, -0.1, 0.0], [-0.1, 0.2, 0.3], [-0.1, 0.1, 0.1], [0.0, 0.0, 0.0], [0.0, 0.0, 0.0], [0.4, -0.5, -0.1], [0.2, -0.1, -0.2], [0.0, 0.0, 0.1], [0.0, 0.0, 0.0], [0.0, 0.0, 0.0], [0.0, 0.0, 0.0], [0.0, 0.0, 0.0], [0.0, -0.1, 0.0], [0.0, 0.0, 0.0], [0.0, 0.0, 0.0], [-1.0, -0.2, 0.2], [0.0, 0.0, 0.0], [-0.9, 0.0, 0.3], [-0.1, -0.1, 0.0], [0.0, 0.0, 0.1], [-0.1, 0.0, 0.2], [0.0, 0.0, 0.0], [0.0, 0.0, 0.0], [0.0, 0.0, 0.0], [0.0, 0.0, 0.1], [0.0, 0.0, 0.0], [0.0, 0.0, 0.0], [0.0, 0.0, 0.0], [0.0, 0.0, 0.0], [-0.1, 0.0, 0.0], [0.1, 0.0, 0.0], [0.0, 0.0, 0.0], [0.0, 0.0, -0.1], [-0.3, 0.0, -0.2], [-0.2, 0.0, -0.1], [0.1, 0.0, 0.1], [0.0, 0.0, 0.0], [0.0, 0.0, 0.0], [-0.8, 0.7, 0.6], [0.0, 0.0, 0.0], [0.0, -0.1, 0.0], [0.1, 0.1, 0.0], [0.0, 0.0, 0.0], [0.0, 0.0, 0.0], [0.0, 0.0, 0.0], [0.0, 0.0, 0.0], [0.0, 0.0, 0.1], [0.5, -0.1, 0.1], [0.0, 0.1, 0.0], [0.1, 0.0, 0.0], [0.0, 0.0, 0.0], [0.0, 0.0, 0.0], [0.0, 0.0, 0.0], [-0.2, 0.0, 0.0], [0.0, 0.0, 0.0], [0.0, 0.0, 0.0], [0.0, 0.0, 0.0], [0.0, 0.0, 0.0], [0.0, 0.0, 0.0], [0.0, -0.1, 0.1], [0.0, 0.0, 0.0], [0.1, -0.3, 0.1], [-0.2, 0.0, -0.1], [0.0, 0.0, 0.0], [0.1, 0.0, -0.3], [0.0, 0.0, 0.0], [0.0, 0.0, 0.1], [0.0, 0.0, 0.0], [-0.1, 0.0, 0.0], [-0.1, 0.1, -0.1], [0.0, 0.0, 0.0], [0.1, 0.0, 0.0], [0.3, 0.0, 0.3], [-0.1, 0.0, 0.0], [0.0, 0.0, 0.0], [0.0, 0.0, 0.0], [0.0, 0.0, 0.0], [0.0, 0.0, 0.0], [0.0, -0.1, -0.2], [0.0, 0.0, -0.1], [0.0, 0.0, 0.0], [0.0, 0.0, 0.0], [0.0, 0.0, 0.1], [0.0, 0.0, 0.0], [0.0, 0.0, 0.0], [0.0, 0.0, 0.0], [0.0, 0.1, 0.3], [-0.1, 0.0, 0.0], [0.0, 0.0, 0.0], [0.0, 0.0, 0.0], [0.0, 0.0, 0.0], [0.1, 0.0, 0.0], [0.0, -0.1, 0.0], [0.4, 0.1, -0.3], [0.0, 0.0, 0.0]]
}

Entry 3:
{
  "formula": "C4H2BrF3N2",
  "method": "ωB97M-V/def2-TZVPD",
  "multiplicity": 1,
  "e_homo_ha": [-0.336, -0.336],
  "gap_ev": [8.12, 8.12],
  "elements": ["Br", "C", "F", "F", "N", "H", "F", "C", "N", "H", "C", "C"],
  "xyz": [[-1.932, 1.518, 0.630], [0.510, -0.256, 0.211], [1.863, 1.797, 0.543], [2.776, -0.011, -0.327], [0.472, -0.986, 1.174], [-1.287, 0.436, -1.540], [1.397, 1.133, -1.469], [1.640, 0.674, -0.238], [-2.716, -2.113, -0.127], [1.011, -1.179, 2.026], [-2.156, -1.138, -0.331], [-1.578, 0.125, -0.551]],
  "forces_ev_per_angstrom": [[-0.6, 0.4, 0.3], [-1.8, 0.5, 0.6], [-0.5, -1.8, -0.5], [0.2, -0.1, 0.6], [-0.6, -0.4, 0.7], [-0.5, 0.0, -0.2], [-0.4, 0.2, -0.1], [0.3, 1.4, -0.7], [-0.3, -1.1, 0.2], [0.3, 0.3, -1.1], [-0.1, 1.0, -0.2], [4.1, -0.3, 0.3]]
}

Calculated energy relative to the best compared isomer or geometry (same formula, charge and spin) (kcal per mole), listed in the same order as above: 86.39 28.29 48.74
Calculated E (hartree), listed in the same order as above: -6791.71483 -4376.92986 -3136.62519